Molecular formula: C2H4IPS
Method: DFT, ωB97M-V/def2-TZVPD

Results
Energy relative to the best compared isomer or geometry (same formula, charge and spin) ... 186.5 kJ/mol

ORCA input file:
```
! wB97M-V def2-TZVPD RIJCOSX def2/J DEFGRID3
* xyz 0 1
C 0.81 0.35 0.24
C 0.47 0.29 -1.18
P -0.53 -1.46 1.29
S 1.49 1.31 1.26
I -2.79 -0.85 0.70
H 0.72 1.26 -1.82
H -0.67 0.31 -1.36
H 1.10 -0.61 -1.56
H -0.60 -0.62 2.43
*
```

Atom charges from the Löwdin analysis, given in e for atoms 1 to 8: number 1, C, carries -0.97; number 2, C, carries -0.26; number 3, P, carries 0.25; number 4, S, carries 0.70; number 5, I, carries 0.22; number 6, H, carries 0.11; number 7, H, carries 0.05; number 8, H, carries 0.11

---

Molecular formula: C10H69BF3NNbO27S
Method: DFT, ωB97M-V/def2-TZVPD

ORCA input file:
```
! wB97M-V def2-TZVPD RIJCOSX def2/J DEFGRID3
* xyz -1 1
N 5.13 -1.39 0.92
C 3.71 -1.10 1.17
C 3.01 -0.09 0.22
C 1.60 -0.59 -0.15
C 0.80 0.47 -0.90
Nb -1.31 0.58 -0.19
C -1.17 1.50 1.90
C -0.43 2.83 2.11
C -1.03 4.03 1.36
S -2.72 4.31 1.68
O -3.04 5.64 1.22
O -3.05 3.97 3.05
O -3.47 3.23 0.81
C -1.55 -1.55 0.48
C -3.00 -2.05 0.61
C -3.15 -3.41 1.25
F -2.39 -4.37 0.67
F -4.44 -3.86 1.17
F -2.83 -3.43 2.56
B -1.79 -0.21 -2.40
O -1.94 0.63 -3.52
O -1.88 -1.59 -2.73
H 5.24 -1.82 0.00
H 5.71 -0.56 0.92
H 3.18 -2.06 1.13
H 3.63 -0.73 2.19
H 3.59 0.07 -0.69
H 2.90 0.86 0.77
H 1.15 -0.93 0.79
H 1.74 -1.44 -0.82
H 0.87 0.30 -1.98
H 1.22 1.49 -0.75
H -3.14 0.65 -0.22
H -1.51 2.26 -1.01
H -0.62 0.72 2.47
H -2.18 1.57 2.33
H 0.62 2.75 1.80
H -0.41 3.11 3.17
H -0.87 3.95 0.28
H -0.60 4.98 1.70
H -2.97 2.96 0.00
H -0.99 -2.20 -0.20
H -1.06 -1.59 1.47
H -3.59 -1.36 1.22
H -3.48 -2.09 -0.37
H -2.09 1.52 -3.17
H -2.80 -1.83 -2.85
O -4.32 1.33 3.52
H -4.16 2.29 3.53
H -5.26 1.23 3.37
O 2.99 -1.62 -2.82
H 3.75 -2.21 -2.83
H 2.69 -1.56 -3.73
O 0.55 -2.45 -4.44
H 0.45 -2.25 -5.38
H -0.18 -1.93 -4.07
O -1.22 -0.83 -5.97
H -1.63 -0.09 -5.49
H -1.77 -0.96 -6.75
O 5.22 -4.70 1.53
H 5.23 -3.73 1.58
H 4.64 -4.90 0.79
O 2.67 -6.05 0.59
H 2.15 -6.58 -0.02
H 2.57 -6.48 1.45
O -2.88 1.60 -6.55
H -2.98 1.85 -7.48
H -3.58 2.07 -6.10
O -2.05 4.36 -5.69
H -1.23 4.74 -6.00
H -1.87 3.42 -5.59
O 0.30 6.71 2.92
H 0.31 7.06 3.81
H -0.54 7.01 2.52
O -0.66 1.87 5.28
H -0.57 2.05 6.22
H -1.51 2.22 5.01
O 1.48 -3.82 -0.20
H 1.45 -3.99 -1.15
H 2.02 -4.53 0.17
O 1.69 -3.54 2.90
H 1.64 -3.66 1.94
H 2.31 -4.21 3.21
O -3.25 -2.58 -7.18
H -3.28 -2.43 -6.23
H -3.20 -3.54 -7.28
O -1.78 -7.21 3.43
H -1.98 -6.31 3.69
H -2.37 -7.39 2.69
O 2.40 7.24 4.62
H 3.18 6.78 4.94
H 2.37 7.05 3.68
O 7.70 -0.34 -0.23
H 8.05 0.52 0.04
H 8.35 -0.97 0.09
O -1.75 8.19 1.55
H -1.71 9.14 1.46
H -2.64 7.91 1.32
O -0.08 -5.00 4.73
H -0.15 -4.96 3.77
H -0.63 -4.27 5.03
O 4.73 8.21 2.87
H 4.74 8.57 3.76
H 3.90 8.52 2.51
O -5.42 -0.77 -1.21
H -6.03 -0.39 -1.84
H -5.90 -1.48 -0.77
O -5.42 -4.71 -7.29
H -5.55 -4.44 -8.21
H -6.08 -4.21 -6.80
O 8.66 -1.56 2.10
H 9.07 -2.00 2.86
H 7.74 -1.44 2.35
*
```

Atom charges from the Löwdin analysis, given in e for atoms 1 to 8: number 1, N, carries -0.01; number 2, C, carries -0.27; number 3, C, carries -0.20; number 4, C, carries -0.31; number 5, C, carries -0.32; number 6, Nb, carries 1.42; number 7, C, carries -0.32; number 8, C, carries -0.31

---

Molecular formula: H8O4
Method: DFT, ωB97M-V/def2-TZVPD

Results
Energy relative to the best compared isomer or geometry (same formula, charge and spin) ... 63.1 kJ/mol
SMILES ... O.O.O.O

ORCA input file:
```
! wB97M-V def2-TZVPD RIJCOSX def2/J DEFGRID3
* xyz 0 1
O 1.81 -1.64 -0.97
H 0.96 -1.22 -1.16
H 1.68 -2.57 -1.20
O 1.33 0.52 0.79
H 2.00 1.17 1.06
H 1.84 -0.01 0.20
O -1.93 -0.44 -0.94
H -2.17 0.40 -1.31
H -1.76 -0.23 -0.01
O -1.29 1.45 1.06
H -1.21 2.23 1.63
H -0.41 1.00 1.14
*
```

Atom charges from the Löwdin analysis, given in e for atoms 1 to 8: number 1, O, carries -0.06; number 2, H, carries 0.04; number 3, H, carries 0.06; number 4, O, carries -0.03; number 5, H, carries 0.07; number 6, H, carries 0.00; number 7, O, carries -0.06; number 8, H, carries 0.03

---

Molecular formula: C4H37NO13S2
Method: DFT, ωB97M-V/def2-TZVPD

Results
Energy relative to the best compared isomer or geometry (same formula, charge and spin) ... 0.0 kJ/mol

ORCA input file:
```
! wB97M-V def2-TZVPD RIJCOSX def2/J DEFGRID3
* xyz 0 1
S -2.54 0.23 3.74
S -2.11 -0.10 1.80
C -0.67 -1.21 1.74
C 0.67 -0.50 1.90
N 1.05 0.16 0.65
C 2.27 0.96 0.78
C 2.63 1.59 -0.55
H -1.67 1.21 4.06
H -0.74 -1.71 0.77
H -0.78 -1.96 2.51
H 1.44 -1.24 2.16
H 0.64 0.18 2.75
H 0.31 0.74 0.30
H 2.16 1.73 1.56
H 3.05 0.29 1.14
H 2.71 0.82 -1.32
H 3.58 2.12 -0.48
H 1.87 2.30 -0.87
H 4.77 -0.74 -1.48
H 3.61 -1.72 -1.28
O 4.59 -1.67 -1.32
H 4.26 -2.70 0.76
H 2.75 -2.77 0.53
O 3.44 -2.92 1.20
H -0.76 2.97 2.09
H -1.65 3.77 3.07
O -0.73 3.53 2.91
H -4.43 -1.31 -1.68
H -2.89 -1.47 -1.78
O -3.62 -0.80 -1.56
H -3.95 1.18 0.94
H -3.52 0.55 -0.39
O -3.60 1.41 0.08
H -1.36 3.47 0.06
H -2.06 2.10 0.20
O -1.18 2.56 0.31
H -1.03 -2.11 -2.69
H -1.33 -3.10 -1.60
O -1.79 -2.58 -2.29
H 0.73 2.84 5.66
H -0.03 2.64 4.33
O 0.21 2.20 5.18
H 0.29 -0.28 -3.21
H 0.75 -1.41 -4.18
O 0.44 -1.26 -3.27
H 1.49 -1.20 -0.39
H 1.43 -1.83 -1.87
O 1.78 -1.97 -0.96
H -3.33 2.09 -3.41
H -3.19 0.59 -3.41
O -2.80 1.38 -3.79
H 0.55 -3.19 -0.55
H -0.07 -4.35 0.37
O -0.21 -3.82 -0.42
H -1.07 1.37 -3.47
H -0.23 1.63 -2.21
O -0.14 1.30 -3.14
*
```

Atom charges from the Löwdin analysis, given in e for atoms 1 to 8: number 1, S, carries 0.40; number 2, S, carries 0.50; number 3, C, carries -0.48; number 4, C, carries -0.27; number 5, N, carries -0.10; number 6, C, carries -0.26; number 7, C, carries -0.08; number 8, H, carries -0.22

---

no.,highest occupied orbital energy (eV),gap between HOMO and LUMO (eV),E (eV)
1,-7.9,7.30,-30361.25001
2,-4.2,6.09,-89476.87555
3,-11.0,11.70,-8320.02163
4,-9.2,9.18,-54529.55791